Formula: C41H33BrCl5N4O3SSiZr
Source: OMol25
Level of theory: ωB97M-V/def2-TZVPD

Structure (ORCA input):
```
! wB97M-V def2-TZVPD RIJCOSX def2/J DEFGRID3
* xyz -1 1
Zr -0.305 -0.517 0.200
C -3.526 2.051 2.283
C -2.792 2.836 3.167
C -1.414 2.750 3.156
C -0.760 1.871 2.280
C -1.479 1.048 1.389
C -2.876 1.190 1.417
C 0.709 1.793 2.261
C 1.505 2.694 3.027
C 2.852 2.611 2.998
C 3.475 1.596 2.233
C 4.874 1.421 2.225
C 5.441 0.392 1.526
C 4.617 -0.494 0.811
C 3.258 -0.328 0.785
C 2.644 0.730 1.491
N 1.267 0.877 1.481
H -4.607 2.121 2.263
H -3.290 3.511 3.853
H -0.859 3.365 3.851
H -3.484 0.617 0.729
H 1.026 3.461 3.613
H 3.467 3.304 3.562
H 5.485 2.113 2.793
H 6.516 0.254 1.526
H 5.046 -1.327 0.267
H 2.661 -1.025 0.224
Cl 3.210 -4.936 -4.949
C 2.610 -3.730 -3.870
C 1.499 -3.989 -3.074
Cl 0.738 -5.534 -3.122
C 1.016 -3.009 -2.223
Cl -0.249 -3.355 -1.111
C 1.591 -1.729 -2.139
O 1.112 -0.802 -1.359
C 2.744 -1.513 -2.917
Cl 3.569 -0.011 -2.743
C 3.238 -2.492 -3.770
Cl 4.645 -2.173 -4.716
Br -2.441 -2.448 1.645
C -3.868 -2.077 0.451
C -5.112 -2.515 0.795
C -6.178 -2.325 -0.107
C -5.940 -1.750 -1.320
C -4.643 -1.307 -1.681
C -4.402 -0.768 -2.968
C -3.145 -0.378 -3.309
C -2.100 -0.440 -2.359
C -2.252 -0.908 -1.071
C -3.559 -1.416 -0.766
H -5.272 -3.013 1.741
H -7.172 -2.660 0.162
H -6.743 -1.627 -2.039
H -5.228 -0.690 -3.667
H -2.943 0.012 -4.300
H -1.128 -0.086 -2.685
C 3.577 -3.290 3.727
N 3.272 -3.374 2.318
C 3.986 -4.048 1.417
N 5.094 -4.697 1.883
S 3.593 -4.059 -0.213
H 2.852 -2.623 4.185
H 4.580 -2.887 3.889
H 3.501 -4.263 4.225
H 2.420 -2.938 1.977
H 5.148 -4.957 2.854
H 5.526 -5.314 1.218
O 0.588 -1.645 3.574
N 0.238 -1.324 2.472
O 0.784 -1.949 1.478
C 0.920 3.425 -0.351
Si -0.141 2.042 -1.128
C 0.607 1.984 -2.884
C -1.792 2.969 -1.415
C -2.470 2.911 -2.635
C -3.670 3.580 -2.844
C -4.225 4.346 -1.829
C -3.566 4.433 -0.609
C -2.372 3.752 -0.411
H 0.962 4.260 -1.056
H 1.944 3.088 -0.160
H 0.509 3.809 0.585
H 0.348 2.899 -3.428
H 0.305 1.129 -3.494
H 1.693 1.939 -2.801
H -2.050 2.332 -3.450
H -4.172 3.502 -3.803
H -5.161 4.869 -1.985
H -3.988 5.025 0.196
H -1.889 3.826 0.558
*
```

Largest force on an atom   0.8 eV/A
Orbital gap   0.2309 hartree
E   -207808.036 eV
HOMO level   -0.1550 Eh
LUMO energy   2.06 eV
Relative energy (zero: lowest compared OMol25 entry of this formula, charge and spin)   1.689 eV